1.
This record from the Open Molecules 2025 dataset describes 2 unconnected molecules or ions with the total composition C10H9FN3S at a distorted geometry. The level of theory is ωB97M-V/def2-TZVPD.

```
24
Properties=species:S:1:pos:R:3:forces:R:3:lowdin_charge:R:1
C -2.48388 2.57068 -0.24787 -1.672 2.480 0.606 -0.394
C 1.75448 -3.01719 0.03194 -0.154 -1.058 2.254 -0.046
H 3.66104 0.69615 0.58038 0.046 0.091 -0.150 0.079
H -2.24025 -3.56525 -0.15404 0.555 0.650 -0.106 0.161
N 2.06749 1.60436 -0.29285 -1.778 -2.000 -0.220 0.152
H -2.86976 3.48294 0.31486 0.206 -1.319 -0.266 0.076
F -4.11282 -1.78502 -0.17967 1.733 0.167 0.262 0.111
H 3.79670 2.47934 0.34712 0.198 1.173 -0.272 0.081
H -1.44443 2.60232 -0.04778 0.852 -0.396 0.262 0.012
H 0.06207 -4.29603 0.05408 1.045 2.774 -0.034 0.237
C -0.06541 -0.91554 -0.03874 1.404 -2.205 -0.128 -0.139
C -2.78894 -1.54898 -0.09616 0.836 1.857 -0.385 -0.214
N 0.41660 -3.25334 0.02568 0.981 -2.685 -0.201 0.133
S -3.45734 1.15850 0.28199 0.603 -0.795 -0.610 0.956
C 1.33561 -0.82092 -0.07119 1.130 2.866 -0.246 0.041
C -0.95856 0.12469 -0.03976 -0.281 -1.674 -0.445 -0.037
C -0.51455 -2.26734 -0.03156 0.965 1.439 -0.353 -0.191
C -1.83618 -2.52806 -0.14025 -3.464 -2.639 0.308 0.058
C -2.29316 -0.19167 -0.04171 -2.071 1.661 0.795 -0.372
C 3.19264 1.61554 0.18988 0.804 -1.917 0.950 -0.141
H 2.33896 -3.97241 0.42231 -0.652 2.398 -1.545 0.191
N 2.24775 -1.73760 0.00128 -1.249 -1.574 -0.189 0.124
H -0.47122 1.05117 -0.10845 -0.114 1.315 0.144 0.076
H -2.67885 2.89231 -1.26404 0.076 -0.608 -0.431 0.047
```
Positions in Å, forces in eV/Å.

Its spin multiplicity is 1. As for the energy: -28526.8536 eV. As for the net charge: +1. The LUMO energy (alpha / beta) comes out at -4.95 / -4.94 eV. The HOMO energy (alpha / beta) is -11.86 / -11.86 eV. The value obtained for the relative energy (zero: lowest compared OMol25 entry of this formula, charge and spin) is 217.5 kJ/mol. The value obtained for the orbital gap (alpha / beta) is 6.9 / 6.9 eV.

---

2.
This record from the Open Molecules 2025 dataset describes 2 unconnected molecules or ions with the total composition C6H14N2O2 at a distorted geometry. The level of theory is ωB97M-V/def2-TZVPD.

```
24
Properties=species:S:1:pos:R:3:forces:R:3:lowdin_charge:R:1
C 0.27374 2.87626 -0.11819 -0.485 -0.704 -3.658 -0.079
H 1.24947 2.97202 -0.59026 0.892 0.205 1.227 0.065
C -0.49373 0.49145 2.69668 0.718 -0.074 1.287 -0.013
H -2.02765 -1.85976 -1.08779 1.440 -2.240 0.781 0.118
H -1.39343 0.43067 3.33268 -0.265 -0.269 -1.054 0.067
H -0.11865 3.83782 0.29812 0.487 -1.584 0.228 0.100
H -1.93556 -2.61203 0.51790 1.563 0.047 -0.795 0.097
O 1.05029 -2.43410 0.17947 -3.316 1.499 -1.717 -0.006
O -0.98529 2.81587 2.15168 0.205 -0.775 -0.789 0.028
H 1.59826 0.24063 -2.33191 -0.135 -0.229 0.138 0.072
C -1.33289 -2.59654 -0.45279 -3.148 1.222 0.642 -0.032
H 1.94239 -1.46833 -3.09163 -1.130 1.748 2.398 0.143
C 0.04414 -2.03861 -0.49340 3.304 -1.040 -0.002 -0.523
H -0.19277 -0.46367 2.18702 -0.666 0.857 0.372 0.062
H -0.18523 2.74250 -1.13849 -0.722 0.431 0.840 0.077
N 0.09354 1.54980 0.55308 -1.221 6.019 1.034 0.042
H -0.43402 -0.69860 -2.16134 -0.766 -1.209 0.959 0.128
H -1.24348 -3.66366 -0.76173 -0.411 0.943 -0.304 0.098
H 0.21573 0.55406 3.61731 -0.370 0.613 -2.024 0.103
H 0.48817 0.82688 0.04883 0.578 -2.221 -0.055 0.076
C -0.54230 1.75182 1.74615 0.889 -2.595 2.576 -0.532
H 2.15051 -1.12510 -1.33204 2.254 -0.286 1.858 0.023
N 0.22497 -1.30097 -1.66330 0.989 1.798 -0.744 -0.032
C 1.55379 -0.82843 -2.10604 -0.684 -2.155 -3.200 -0.082
```
Positions in Å, forces in eV/Å.

Its spin multiplicity is 1. As for the energy: -13522.4434 eV. The LUMO energy comes out at 0.48 eV. The HOMO energy is -9.67 eV. The SMILES is CNC(C)=O.CNC(C)=O. The value obtained for the relative energy (zero: lowest compared OMol25 entry of this formula, charge and spin) is 306.9 kJ/mol. The value obtained for the orbital gap is 10.1 eV.

---

3.
This record from the Open Molecules 2025 dataset describes a single C4H9NOS molecule at a distorted geometry. The level of theory is ωB97M-V/def2-TZVPD.

```
16
Properties=species:S:1:pos:R:3:forces:R:3:lowdin_charge:R:1
H 3.66519 -0.41454 1.09566 0.277 -0.121 1.460 0.009
C -0.56769 -0.33788 -0.24024 -0.921 1.325 -2.266 -0.542
C 0.32625 0.93644 -0.23811 0.729 -1.129 -0.862 -0.462
H -3.59803 -0.79015 0.96158 0.826 -0.040 -0.179 0.102
H -3.16872 -1.26205 -0.67226 1.390 -0.017 1.532 0.133
H 0.77723 1.11818 -1.24530 0.034 -1.147 0.668 0.105
H -0.19089 1.85944 -0.21330 -1.273 0.777 0.872 0.053
C 2.80899 -0.23566 0.50344 -2.826 -0.548 -2.161 -0.352
H 3.23483 0.14276 -0.42395 -0.226 0.157 -0.212 0.023
C -2.72317 -1.20606 0.40070 -4.886 -0.679 -1.768 -0.129
H -1.62684 0.20376 1.33140 -0.093 0.546 0.730 0.129
N -1.62167 -0.44321 0.58343 2.978 3.142 1.391 -0.022
H 2.21404 -1.18026 0.21908 1.255 1.199 0.684 0.063
O -0.54473 -1.05768 -1.21079 0.971 -1.066 -0.824 0.051
H -2.58967 -2.15521 0.81092 0.034 -2.059 0.176 0.064
S 1.50776 0.99913 1.07997 1.732 -0.340 0.760 0.774
```
Positions in Å, forces in eV/Å.

Its spin multiplicity is 1. As for the energy: -18665.9230 eV. The LUMO energy comes out at 0.72 eV. The HOMO energy is -8.68 eV. The SMILES is CNC(=O)CSC. The value obtained for the relative energy (zero: lowest compared OMol25 entry of this formula, charge and spin) is 154.7 kJ/mol. The value obtained for the orbital gap is 9.4 eV.

---

4.
This record from the Open Molecules 2025 dataset describes a molecular structure, C10H14BClN6V at a distorted geometry. The level of theory is ωB97M-V/def2-TZVPD.

```
33
Properties=species:S:1:pos:R:3:forces:R:3:mulliken_spin:R:1
H -0.77210 2.72366 2.72201 0.124 0.171 0.046 0.000
C -2.43412 -1.98348 -0.32057 -0.908 1.005 -0.059 0.005
C 0.04943 2.26697 -2.06847 0.083 -0.889 0.594 -0.011
H 2.91967 -3.28330 -0.74515 -0.235 0.206 0.017 0.001
H 2.08322 -0.21301 -2.79693 -0.016 0.089 -0.041 -0.001
H 2.03766 -1.71766 -0.82030 0.671 -0.160 -0.655 0.007
H 1.19134 1.59532 4.31064 0.005 0.053 0.168 0.000
C 3.00714 -2.21057 -0.56697 0.758 -0.147 0.102 -0.021
V 0.50430 -1.20268 0.06609 -1.659 -0.176 0.881 1.236
C 1.37876 0.51567 -2.42587 -0.607 0.778 0.017 0.006
H 2.02020 -0.62529 2.90420 -0.186 0.158 0.139 0.000
H -0.51619 3.18227 -2.07810 0.039 0.137 -0.088 0.000
H 3.30810 -2.03930 0.47381 -0.222 0.078 -0.254 0.000
H 3.75685 -1.78097 -1.24746 -0.419 0.024 0.234 0.000
H -4.62913 -1.74952 -0.34934 -0.211 -0.054 0.035 0.000
C -0.13629 1.87022 2.55441 0.162 -1.004 -0.867 -0.015
N -0.14014 1.38649 -1.07242 0.490 -0.408 -0.275 -0.001
C -3.66003 -1.30461 -0.25152 1.028 -0.765 -0.054 -0.010
N -1.42220 -1.07964 -0.18426 -0.464 1.090 0.554 -0.065
N 0.67711 0.28446 -1.28631 -0.178 0.091 0.342 -0.044
H 1.36668 2.21152 -3.83818 0.095 0.100 -0.173 0.000
H -1.70822 2.43502 0.17522 -0.030 -0.016 0.151 0.000
N -0.27145 1.16394 1.42806 0.932 -0.377 0.367 0.008
B -1.10181 1.41595 0.14787 -0.141 -0.270 -0.319 0.016
N 0.60991 0.06550 1.46543 -0.868 0.900 0.375 -0.067
C 1.27407 0.12360 2.66435 -0.593 1.345 0.110 0.004
C -3.35679 0.04194 -0.02825 1.138 -0.401 0.013 -0.010
Cl 0.35812 -3.15802 1.08166 0.291 1.060 -0.632 -0.020
C 1.00214 1.75171 -2.94284 0.287 -0.539 0.044 -0.006
C 0.84060 1.26698 3.35209 0.645 -1.324 -0.291 -0.012
H -3.98961 0.90349 0.13750 -0.004 -0.111 -0.130 0.000
H -2.22243 -3.03243 -0.47166 -0.070 0.098 0.051 0.002
N -2.02478 0.17579 0.01124 0.064 -0.741 -0.402 -0.001
```
Positions in Å, forces in eV/Å.

Its spin multiplicity is 2. As for the energy: -58409.7367 eV. As for the net charge: +2. The LUMO energy (alpha / beta) comes out at -10.32 / -9.51 eV. The HOMO energy (alpha / beta) is -16.48 / -16.57 eV. As for the expectation value of S²: 0.778. The value obtained for the relative energy (zero: lowest compared OMol25 entry of this formula, charge and spin) is 0.0 kJ/mol. The value obtained for the orbital gap (alpha / beta) is 6.2 / 7.1 eV.